A | # C5H8N3O3

The ion C5H8N3O3 with charge +1 (ωB97M-V with the def2-TZVPD basis set, OMol25).

Structure (ORCA input):
```
! wB97M-V def2-TZVPD RIJCOSX def2/J DEFGRID3
* xyz 1 1
C 3.32 -0.05 0.35
C 2.44 1.16 0.19
O 2.79 2.29 0.31
O 1.13 0.94 -0.22
C 0.61 -0.35 -0.35
C -0.89 -0.22 -0.23
N -1.53 0.74 0.38
N -2.82 0.40 0.25
O -3.80 1.18 0.72
C -3.01 -0.70 -0.44
N -1.78 -1.13 -0.73
H 3.25 -0.73 -0.50
H 3.05 -0.62 1.25
H 4.35 0.30 0.46
H 0.84 -0.80 -1.32
H 0.95 -1.03 0.44
H -3.38 1.75 1.39
H -3.96 -1.16 -0.68
H -1.56 -1.96 -1.27
*
```

SMILES: CC(=O)OCc1nn(O)c[nH+]1

Atom charges from the Mulliken analysis, given in e for atoms 1 to 8:
1. C -1.057
2. C 0.739
3. O -0.477
4. O -0.290
5. C -0.341
6. C 0.052
7. N -0.579
8. N 0.791

B | # C5H8N3O3

The ion C5H8N3O3 with charge +1 (ωB97M-V with the def2-TZVPD basis set, OMol25).

Structure (ORCA input):
```
! wB97M-V def2-TZVPD RIJCOSX def2/J DEFGRID3
* xyz 1 1
C 0.12 0.78 -1.05
C -0.28 0.23 0.35
O -0.16 1.14 1.35
C 0.50 -1.15 0.55
N 1.73 -1.14 0.87
N -0.44 -2.06 0.15
C -1.76 -1.51 -0.10
O -2.67 -2.22 -0.37
N -1.70 -0.15 0.28
C -2.73 0.81 0.26
O -2.56 1.97 0.56
H 1.04 1.38 -0.85
H -0.71 1.37 -1.43
H 0.35 -0.06 -1.77
H -0.91 1.79 1.28
H 2.40 -0.30 0.87
H 2.26 -1.97 1.07
H -0.27 -3.00 0.00
H -3.59 0.31 0.02
*
```

SMILES: C[C@]1(O)C(=[NH2+])NC(=O)N1C=O

Atom charges from the Mulliken analysis, given in e for atoms 1 to 8:
1. C -1.164
2. C 0.688
3. O -0.599
4. C 0.254
5. N -0.248
6. N -0.028
7. C 0.273
8. O -0.454

In terms of stability, B leads; the second structure lies 2.101 eV higher.

A | # C5H7NO2S2

A structure of composition C5H7NO2S2 (ωB97M-V with the def2-TZVPD basis set, OMol25).

Structure (ORCA input):
```
! wB97M-V def2-TZVPD RIJCOSX def2/J DEFGRID3
* xyz 0 1
C 2.39 -1.03 -1.00
C 2.02 -1.97 -0.06
C 1.53 0.09 -1.03
C 0.44 -0.14 -0.18
C 0.98 2.17 1.91
N 1.74 1.19 -1.74
O -0.74 2.68 0.04
O -1.59 1.11 1.78
S 0.59 -1.46 0.78
S -0.54 1.61 0.94
H 3.20 -1.13 -1.81
H 2.51 -2.83 0.33
H 0.69 3.08 2.41
H 1.05 1.35 2.62
H 1.78 2.32 1.10
H 2.63 1.18 -2.34
H 1.12 1.90 -1.81
*
```

Atom charges from the Mulliken analysis, given in e for atoms 1 to 8:
1. C -0.626
2. C -0.413
3. C 0.805
4. C -0.177
5. C -0.815
6. N -0.476
7. O -0.538
8. O -0.549

B | # C5H7NO2S2

An isolated molecule of C5H7NO2S2 (ωB97M-V with the def2-TZVPD basis set, OMol25).

Structure (ORCA input):
```
! wB97M-V def2-TZVPD RIJCOSX def2/J DEFGRID3
* xyz 0 1
C -0.47 -0.31 0.72
C 1.75 -0.46 -0.14
C -0.65 0.71 -1.07
C -1.90 0.23 -1.72
C 1.37 -1.01 2.08
N 0.86 -0.42 0.88
O -1.34 -0.67 1.46
O 2.80 -0.91 -0.19
S 0.98 0.36 -1.68
S -0.79 2.45 -0.42
H -2.77 0.65 -1.21
H -2.13 -0.87 -1.64
H -1.97 0.68 -2.89
H 0.65 -0.89 2.93
H 1.70 -2.06 2.03
H 2.29 -0.63 2.41
H -0.37 3.13 -1.56
*
```

Atom charges from the Mulliken analysis, given in e for atoms 1 to 8:
1. C 0.387
2. C 0.437
3. C 0.244
4. C -0.967
5. C -0.979
6. N 0.042
7. O -0.487
8. O -0.431

C | # C5H7NO2S2

An isolated molecule of C5H7NO2S2 (ωB97M-V with the def2-TZVPD basis set, OMol25).

Structure (ORCA input):
```
! wB97M-V def2-TZVPD RIJCOSX def2/J DEFGRID3
* xyz 0 1
C -0.22 -0.34 -0.79
C -0.74 1.06 -0.67
C -1.35 -1.25 -0.50
C -1.78 1.46 0.04
C -2.45 -1.07 0.27
N 3.49 -0.21 0.38
O 1.74 0.97 2.00
O 0.94 -0.62 0.06
S -3.06 0.47 0.69
S 2.02 0.67 0.57
H 0.27 -0.40 -1.82
H -0.16 1.92 -0.98
H -1.27 -2.30 -0.81
H -2.16 2.51 0.05
H -2.99 -1.82 0.81
H 3.50 -0.86 -0.36
H 4.22 -0.19 1.05
*
```

Atom charges from the Mulliken analysis, given in e for atoms 1 to 8:
1. C 0.603
2. C -0.737
3. C -0.579
4. C -0.146
5. C -0.217
6. N -0.398
7. O -0.526
8. O -0.360

In terms of stability, B leads; the second structure lies 1.187 eV higher.

A | # C4H4HgO6

A structure of composition C4H4HgO6 (ωB97M-V with the def2-TZVPD basis set, OMol25).

Structure (ORCA input):
```
! wB97M-V def2-TZVPD RIJCOSX def2/J DEFGRID3
* xyz 1 2
O 0.06 0.03 -2.31
C 0.61 0.10 -1.24
O 0.31 0.97 -0.27
O 1.29 -0.94 -0.77
O 1.40 -2.34 1.08
C 0.42 -1.38 1.53
C 1.57 -1.07 0.61
Hg -1.49 1.16 -3.26
H 0.49 -1.13 2.59
H -0.57 -1.60 1.12
H 2.46 -0.51 0.90
C -0.99 1.38 0.19
O -1.06 2.09 1.14
H -2.62 1.90 -0.54
O -1.88 1.32 -0.79
*
```

<S²>: 0.75

Atom charges from the Mulliken analysis, given in e for atoms 1 to 8:
1. O -0.634
2. C 0.922
3. O -0.287
4. O -0.274
5. O -0.384
6. C -0.569
7. C 0.210
8. Hg 0.821

B | # C4H4HgO6

A structure of composition C4H4HgO6 (ωB97M-V with the def2-TZVPD basis set, OMol25).

Structure (ORCA input):
```
! wB97M-V def2-TZVPD RIJCOSX def2/J DEFGRID3
* xyz 1 2
O 1.07 2.87 -0.32
C 0.66 1.81 -0.73
O 1.21 0.81 -1.21
O -0.67 1.47 -0.04
O -2.18 -0.14 0.23
C -1.30 -1.09 0.83
C -1.40 0.54 -0.54
Hg 3.24 2.28 -0.84
H -1.87 -2.02 0.88
H -1.13 -0.77 1.87
H -1.42 0.43 -1.63
C 0.24 -1.43 0.21
O 0.35 -2.31 -0.60
H 2.03 -1.42 0.81
O 1.17 -1.04 1.06
*
```

<S²>: 0.75

Atom charges from the Mulliken analysis, given in e for atoms 1 to 8:
1. O -0.624
2. C 0.949
3. O -0.623
4. O -0.213
5. O -0.232
6. C -0.446
7. C 0.349
8. Hg 0.702

In terms of stability, A leads; the second structure lies 0.132 eV higher.

A | # C2H3N3S2

An isolated molecule of C2H3N3S2 (ωB97M-V with the def2-TZVPD basis set, OMol25).

Structure (ORCA input):
```
! wB97M-V def2-TZVPD RIJCOSX def2/J DEFGRID3
* xyz 0 1
C 0.91 0.12 -1.01
C 0.66 0.41 0.26
N 1.23 0.14 -2.17
N -0.43 0.19 1.05
N -1.59 -0.45 0.78
S 2.08 1.11 0.93
S -2.08 -1.09 -0.65
H 1.75 -0.49 -2.74
H -0.30 0.51 2.01
H -2.24 -0.46 1.56
*
```

Atom charges from the Mulliken analysis, given in e for atoms 1 to 8:
1. C -0.102
2. C 0.564
3. N -0.302
4. N -0.021
5. N -0.320
6. S -0.390
7. S -0.238
8. H 0.295

B | # C2H3N3S2

An isolated molecule of C2H3N3S2 (ωB97M-V with the def2-TZVPD basis set, OMol25).

Structure (ORCA input):
```
! wB97M-V def2-TZVPD RIJCOSX def2/J DEFGRID3
* xyz 0 1
S -1.82 -1.02 0.00
C -0.67 0.31 0.01
N -0.97 1.57 0.01
N 0.22 2.28 -0.01
C 1.18 1.40 0.00
N 0.69 0.13 0.00
S 1.66 -1.31 0.00
H -2.89 -0.20 0.00
H 2.26 1.59 0.02
H 0.61 -2.16 -0.01
*
```

SMILES: Sc1nncn1S

Atom charges from the Mulliken analysis, given in e for atoms 1 to 8:
1. S -0.335
2. C 0.587
3. N -0.393
4. N -0.432
5. C -0.008
6. N -0.070
7. S -0.020
8. H 0.192

C | # C2H3N3S2

An isolated molecule of C2H3N3S2 (ωB97M-V with the def2-TZVPD basis set, OMol25).

Structure (ORCA input):
```
! wB97M-V def2-TZVPD RIJCOSX def2/J DEFGRID3
* xyz 0 1
C -2.11 -0.22 -0.06
C -1.90 0.23 -1.25
N -1.07 -0.32 1.01
N 0.07 -0.46 0.70
N 0.62 -0.44 -0.45
S 3.14 1.09 0.54
S 2.20 -0.40 -0.68
H -2.98 -0.56 0.35
H -1.10 0.70 -1.91
H 3.13 0.38 1.75
*
```

Atom charges from the Mulliken analysis, given in e for atoms 1 to 8:
1. C -0.205
2. C -0.227
3. N -0.533
4. N 0.341
5. N -0.088
6. S -0.207
7. S 0.010
8. H 0.412

In terms of stability, B leads; the second structure lies 2.698 eV higher.

A | # C30H70N10O10

A cluster of 10 separate species, C30H70N10O10 in total (ωB97M-V with the def2-TZVPD basis set, OMol25).

Structure (ORCA input):
```
! wB97M-V def2-TZVPD RIJCOSX def2/J DEFGRID3
* xyz 0 1
C 5.53 -0.46 2.28
N 4.69 -1.68 2.01
C 4.63 -2.31 0.79
C 3.44 -3.27 0.61
O 5.24 -2.08 -0.18
H 6.26 -0.63 1.78
H 5.78 -0.67 3.23
H 4.76 0.47 2.09
H 3.85 -1.99 2.70
H 3.08 -3.72 1.48
H 3.71 -3.98 0.01
H 2.36 -2.84 0.41
C -1.05 0.14 -3.50
N -2.26 -0.72 -3.30
C -3.17 -0.90 -4.20
C -4.40 -1.52 -3.75
O -2.93 -0.59 -5.41
H -0.45 -0.11 -4.49
H -0.52 0.04 -2.60
H -1.40 1.06 -3.36
H -2.26 -1.28 -2.38
H -4.62 -1.19 -2.89
H -4.37 -2.56 -3.62
H -5.27 -1.33 -4.48
C -1.18 2.05 -0.08
N 0.32 1.79 -0.20
C 0.88 0.57 -0.31
C 2.40 0.43 -0.76
O 0.28 -0.43 -0.01
H -1.67 1.53 0.76
H -1.55 1.92 -1.09
H -1.23 3.17 0.28
H 0.89 2.68 -0.46
H 2.82 -0.51 -0.97
H 2.95 1.03 -0.25
H 2.53 0.85 -1.88
C -3.12 -2.18 -0.40
N -1.69 -2.36 -0.72
C -1.26 -3.36 -1.51
C 0.31 -3.58 -1.54
O -2.00 -4.10 -2.13
H -3.72 -2.23 -1.26
H -3.37 -1.27 0.15
H -3.43 -2.71 0.46
H -1.11 -1.58 -0.36
H 0.70 -2.90 -2.32
H 0.26 -4.75 -1.81
H 0.82 -3.31 -0.67
C -0.23 -2.64 2.69
N -0.90 -3.63 1.88
C -1.01 -4.99 1.92
C -1.80 -5.81 0.97
O -0.38 -5.61 2.88
H -0.78 -1.77 2.89
H 0.56 -2.27 2.19
H -0.31 -3.07 3.75
H -1.46 -3.19 1.27
H -2.94 -5.80 1.20
H -1.76 -6.66 1.40
H -1.44 -5.91 -0.15
C -0.61 3.37 3.14
N 0.29 2.31 2.63
C 1.11 1.53 3.40
C 2.04 0.46 2.80
O 1.16 1.66 4.67
H -0.16 4.31 2.95
H -0.83 3.26 4.29
H -1.69 3.32 2.76
H 0.27 2.25 1.62
H 2.72 0.36 3.54
H 2.47 0.82 2.00
H 1.65 -0.65 2.76
C 5.81 1.14 -2.22
N 6.54 0.07 -1.61
C 7.84 -0.34 -1.86
C 8.54 -1.32 -0.96
O 8.42 0.16 -2.85
H 6.36 1.84 -2.67
H 5.08 1.67 -1.47
H 5.17 0.75 -2.89
H 6.09 -0.32 -0.79
H 8.53 -0.82 0.10
H 9.43 -1.33 -1.48
H 7.97 -2.20 -0.91
C 2.68 4.37 0.13
N 1.75 4.07 -0.93
C 2.07 3.59 -2.23
C 0.94 3.51 -3.29
O 3.22 3.15 -2.45
H 3.74 3.98 0.06
H 2.47 3.88 0.98
H 2.59 5.50 0.36
H 0.74 4.63 -0.94
H 0.20 2.70 -3.07
H 1.44 3.27 -4.17
H 0.47 4.40 -3.19
C -4.54 3.35 0.12
N -4.53 3.19 -1.32
C -4.47 2.09 -2.10
C -5.02 2.28 -3.58
O -4.37 1.01 -1.55
H -4.28 4.25 0.28
H -3.79 2.65 0.42
H -5.47 3.10 0.71
H -4.77 4.12 -1.80
H -4.59 3.13 -3.98
H -6.18 2.46 -3.83
H -4.83 1.35 -4.10
C -2.98 0.16 3.02
N -4.26 -0.21 3.73
C -5.44 0.42 3.47
C -6.52 -0.13 4.20
O -5.56 1.43 2.77
H -2.89 1.31 3.22
H -2.97 -0.18 2.01
H -2.17 -0.21 3.62
H -4.34 -1.07 4.33
H -6.48 -0.16 5.30
H -6.45 -1.27 3.91
H -7.53 0.24 3.98
*
```

SMILES: CNC(C)=O.CNC(C)=O.CNC(C)=O.CNC(C)=O.CNC(C)=O.CNC(C)=O.CNC(C)=O.CNC(C)=O.CNC(C)=O.CNC(C)=O

Atom charges from the Mulliken analysis, given in e for atoms 1 to 8:
1. C -1.257
2. N -0.217
3. C 0.864
4. C -1.799
5. O -0.496
6. H 0.683
7. H 0.470
8. H 0.105

B | # C30H70N10O10

A structure of composition C30H70N10O10 (ωB97M-V with the def2-TZVPD basis set, OMol25).

Structure (ORCA input):
```
! wB97M-V def2-TZVPD RIJCOSX def2/J DEFGRID3
* xyz 0 1
C -1.41 0.15 0.51
O -2.09 1.23 0.63
N -0.04 0.09 0.13
C 0.53 -1.22 -0.07
C 0.85 1.22 -0.26
H -1.85 -0.86 0.51
H 1.34 -1.52 0.60
H 0.97 -1.29 -1.07
H -0.26 -1.96 0.02
H 0.47 2.12 0.23
H 1.79 1.09 0.27
H 0.98 1.33 -1.34
C -6.20 1.70 -0.25
O -6.01 2.89 -0.09
N -5.22 0.91 -0.77
C -3.81 1.35 -0.99
C -5.45 -0.49 -0.89
H -7.17 1.24 -0.03
H -3.21 1.20 -0.10
H -3.71 2.35 -1.41
H -3.33 0.77 -1.78
H -6.44 -0.82 -0.56
H -5.16 -0.81 -1.89
H -4.88 -1.09 -0.19
C -0.28 -3.76 0.40
O -0.30 -2.64 0.93
N -0.13 -4.93 1.07
C -0.56 -6.16 0.50
C 0.11 -4.89 2.56
H -0.49 -3.86 -0.67
H -0.78 -5.99 -0.55
H -1.48 -6.50 0.97
H 0.11 -7.02 0.51
H 0.56 -3.94 2.85
H -0.80 -5.11 3.13
H 0.80 -5.66 2.91
C 1.61 -0.60 -2.96
O 1.44 0.63 -2.93
N 2.64 -1.17 -2.33
C 2.82 -2.60 -2.08
C 3.69 -0.36 -1.68
H 0.98 -1.34 -3.47
H 3.76 -2.94 -2.52
H 2.06 -3.25 -2.51
H 2.82 -2.76 -1.01
H 3.49 -0.53 -0.63
H 4.66 -0.83 -1.85
H 3.72 0.66 -2.06
C 2.24 -4.77 1.33
O 1.93 -5.81 0.82
N 3.16 -3.94 0.83
C 3.26 -2.59 1.46
C 3.75 -4.13 -0.49
H 2.01 -4.47 2.36
H 2.57 -2.57 2.30
H 2.92 -1.73 0.88
H 4.29 -2.39 1.76
H 4.60 -3.47 -0.62
H 4.08 -5.17 -0.50
H 2.99 -3.94 -1.24
C 2.51 -0.22 2.01
O 1.96 -0.65 2.98
N 3.84 -0.35 1.78
C 4.57 0.21 0.58
C 4.71 -0.85 2.87
H 2.00 0.19 1.12
H 3.91 0.29 -0.28
H 5.34 -0.50 0.28
H 4.96 1.21 0.76
H 4.20 -1.51 3.57
H 5.49 -1.49 2.44
H 5.03 -0.02 3.50
C -3.23 -0.73 1.45
O -3.17 -1.90 1.03
N -4.35 -0.14 1.81
C -4.33 1.20 2.36
C -5.66 -0.70 1.91
H -2.38 -0.04 1.47
H -4.67 1.16 3.40
H -4.72 2.02 1.76
H -3.30 1.54 2.48
H -5.84 -1.14 2.89
H -6.46 0.01 1.71
H -5.68 -1.52 1.18
C -2.78 3.56 -1.95
O -2.71 4.70 -1.49
N -1.72 2.67 -2.03
C -1.99 1.33 -2.57
C -0.39 2.86 -1.38
H -3.68 3.12 -2.41
H -1.28 1.06 -3.35
H -2.93 1.19 -3.10
H -1.82 0.55 -1.84
H 0.41 2.62 -2.09
H -0.18 3.85 -0.98
H -0.33 2.32 -0.44
C 0.00 2.62 1.99
O 1.09 2.87 2.48
N -0.96 3.59 1.75
C -2.22 3.20 1.10
C -0.79 5.05 1.98
H -0.29 1.62 1.63
H -2.13 3.34 0.02
H -3.15 3.62 1.49
H -2.39 2.12 1.04
H -1.41 5.31 2.84
H 0.28 5.14 2.17
H -1.03 5.63 1.09
C 3.16 4.03 -3.59
O 3.90 3.34 -4.31
N 2.49 3.48 -2.58
C 1.62 4.28 -1.77
C 2.60 2.08 -2.31
H 3.02 5.12 -3.68
H 1.29 5.19 -2.28
H 2.18 4.50 -0.86
H 0.70 3.81 -1.43
H 3.42 1.84 -1.63
H 1.59 1.78 -2.04
H 2.76 1.49 -3.20
*
```

Atom charges from the Mulliken analysis, given in e for atoms 1 to 8:
1. C 0.330
2. O 0.188
3. N 1.868
4. C -0.208
5. C -0.139
6. H 0.166
7. H -0.277
8. H -0.257

In terms of stability, A leads; the second structure lies 30.211 eV higher.

A | # ClH2PS

A structure of composition ClH2PS (ωB97M-V with the def2-TZVPD basis set, OMol25).

Structure (ORCA input):
```
! wB97M-V def2-TZVPD RIJCOSX def2/J DEFGRID3
* xyz 0 1
P 0.83 0.46 0.05
S -0.76 -0.87 0.16
Cl -3.04 0.55 0.14
H 1.65 -0.33 0.99
H 1.32 0.18 -1.34
*
```

Charges computed using Mulliken, reported in e:
1. P -0.007
2. S 0.027
3. Cl -0.276
4. H 0.129
5. H 0.128

B | # ClH2PS

A structure of composition ClH2PS (ωB97M-V with the def2-TZVPD basis set, OMol25).

Structure (ORCA input):
```
! wB97M-V def2-TZVPD RIJCOSX def2/J DEFGRID3
* xyz 0 1
P -0.95 -0.68 0.19
S 1.46 0.52 -0.70
Cl 2.62 0.20 0.92
H -1.44 0.53 0.57
H -1.69 -0.57 -0.98
*
```

Charges computed using Mulliken, reported in e:
1. P 0.011
2. S -0.096
3. Cl -0.105
4. H 0.104
5. H 0.086

In terms of stability, B leads; the second structure lies 0.155 eV higher.